Record 1
Density functional theory data (the ωB97M-V functional and the def2-TZVPD basis) for a gas-phase ion, C5H10NO (charge +1) in a non-equilibrium geometry.

ORCA input file:
```
! RIJCOSX wB97M-V def2-TZVPD def2/J DEFGRID3
* xyz 1 1
H -0.77512 0.21436 -1.70459
C 1.70585 -1.07460 0.52814
H 2.65415 -0.56597 0.94097
C -1.69264 1.03341 2.30582
H -1.59297 -1.09717 2.33784
H 1.92924 -1.92553 -0.04231
C -1.94268 -0.32524 1.73996
C 0.80383 -0.25936 -0.37922
H 0.03666 -1.44988 -2.10960
H -2.81831 -0.60874 1.13870
H 1.14112 -1.42414 1.35514
N -0.87142 0.58238 1.41321
C -0.33270 -0.75679 -1.30024
H -1.05474 -1.28135 -0.62822
H 1.46942 0.37292 -1.03435
H -1.88744 1.81732 2.97698
O 0.03312 0.75351 0.52230
*
```

Calculated values
LUMO level   -4.69 eV
Max |F|   4.01 eV/A
Relative energy (zero: lowest compared OMol25 entry of this formula, charge and spin)   148.4 kcal/mol
Calculated total energy   -326.0452 a.u.
SMILES string   CC(C)O[N+]1=CC1

=====

Record 2
Density functional theory data (the ωB97M-V functional and the def2-TZVPD basis) for a gas-phase ion, C5H10NO (charge +1) in a non-equilibrium geometry.

ORCA input file:
```
! RIJCOSX wB97M-V def2-TZVPD def2/J DEFGRID3
* xyz 1 1
H -1.60178 -0.77193 0.58877
O 2.45117 -0.33455 1.31844
C -0.85184 1.70246 0.13890
H -0.60296 -1.18894 1.95423
C 1.92357 -0.90983 0.41221
N -0.07208 0.67119 0.69923
H -1.26846 2.39288 0.83171
H 0.16830 0.19259 -1.98202
H -0.39494 2.39926 -0.50331
H 2.40911 -1.63558 -0.27552
C -0.13008 -0.81183 -1.60142
H -1.15572 -1.16330 -1.77919
C 0.36677 -0.53441 0.06653
C -0.67845 -0.64650 1.06260
H 0.67802 1.05987 1.28826
H -1.70690 1.21373 -0.26116
H 0.46629 -1.63512 -1.95827
*
```

Calculated values
LUMO level   -3.78 eV
Max |F|   5.65 eV/A
Relative energy (zero: lowest compared OMol25 entry of this formula, charge and spin)   79.4 kcal/mol
Calculated total energy   -326.1553 a.u.
SMILES string   C[N@H+]1C[C@]1(C)C=O

=====

Record 3
Density functional theory data (the ωB97M-V functional and the def2-TZVPD basis) for a gas-phase ion, C5H10NO (charge +1) in a non-equilibrium geometry.

ORCA input file:
```
! RIJCOSX wB97M-V def2-TZVPD def2/J DEFGRID3
* xyz 1 3
H -1.80486 1.38552 -0.75126
C 0.12084 -1.62160 0.56245
H 1.58151 1.83862 1.35477
H -2.16524 0.30744 0.66807
H -0.13465 -2.73127 -1.04172
C 0.59321 0.12270 -1.45802
H 0.87223 -1.35731 1.30006
H 0.74640 -0.93350 -1.84200
C 0.49450 1.90574 1.37212
O 0.58171 -2.49544 -0.45666
H -0.02171 2.56992 1.97005
H 0.11958 0.63317 -2.21080
C -0.11198 -0.13805 -0.10724
H 1.45440 0.70624 -1.20451
C -1.37126 0.62200 0.10468
H -0.71785 -1.92534 1.03140
N -0.23685 1.11116 0.70862
*
```

Calculated values
LUMO level (alpha / beta)   -2.90 / -9.43 eV
Max |F|   9.62 eV/A
Relative energy (zero: lowest compared OMol25 entry of this formula, charge and spin)   103.9 kcal/mol
Expectation value of S²   2.01
Calculated total energy   -325.9557 a.u.

=====

Record 4
Density functional theory data (the ωB97M-V functional and the def2-TZVPD basis) for a gas-phase ion, C5H10NO (charge +1) in a non-equilibrium geometry.

ORCA input file:
```
! RIJCOSX wB97M-V def2-TZVPD def2/J DEFGRID3
* xyz 1 3
H -2.00155 -0.69190 -1.15917
C -1.66999 -0.20837 -0.30488
H 2.04898 1.99234 0.21304
H -2.29777 -0.28843 0.47452
C 1.33345 1.47762 -0.39062
H 0.55190 2.15110 -0.33765
H -0.35645 0.53086 1.96313
N 0.92968 0.15392 0.17454
O 1.69313 -0.92692 -0.22468
H 1.54264 1.40444 -1.40638
H -1.69749 0.79525 -0.42755
H 0.78394 -0.84088 1.96814
C -0.36410 -0.69055 0.13838
C 0.23531 -0.12768 1.42221
H 0.63765 -2.67186 0.41270
C 0.60885 -1.77041 -0.34500
H 0.48692 -2.04952 -1.43079
*
```

Calculated values
LUMO level (alpha / beta)   -2.76 / -8.49 eV
Max |F|   13.77 eV/A
Relative energy (zero: lowest compared OMol25 entry of this formula, charge and spin)   170.8 kcal/mol
Expectation value of S²   2.01
Calculated total energy   -325.8491 a.u.

=====

Record 5
Density functional theory data (the ωB97M-V functional and the def2-TZVPD basis) for a molecular structure, C5H10NO2 in a non-equilibrium geometry.

ORCA input file:
```
! RIJCOSX wB97M-V def2-TZVPD def2/J DEFGRID3
* xyz -1 1
H -0.12312 2.03658 1.59683
H -2.21169 -0.56750 0.36159
C 2.79029 0.10079 -0.10771
H -1.19436 -2.25058 -0.54363
H -1.63474 0.62443 1.34970
H -1.04584 1.88947 0.07849
H 0.55287 -0.59841 1.22001
C -0.54224 1.32476 0.91627
H -2.01197 -1.16104 -1.67960
C -0.08382 -0.36181 -0.91817
H 2.58219 -0.95502 -0.10885
O -2.55031 -0.05972 1.28589
N 1.79413 0.87223 0.22895
C -1.35305 -1.19186 -0.81645
C 0.43679 0.29007 0.41015
H -0.14483 0.49178 -1.57911
O 3.97909 0.42924 -0.33276
H 0.76062 -0.91340 -1.36160
*
```

Calculated values
LUMO level   1.05 eV
Max |F|   3.97 eV/A
Relative energy (zero: lowest compared OMol25 entry of this formula, charge and spin)   174.4 kcal/mol
Calculated total energy   -401.5489 a.u.

=====

Record 6
Density functional theory data (the ωB97M-V functional and the def2-TZVPD basis) for a gas-phase ion, C5H10NO2 (charge -1) in a non-equilibrium geometry.

ORCA input file:
```
! RIJCOSX wB97M-V def2-TZVPD def2/J DEFGRID3
* xyz -1 1
C -0.34388 1.77511 0.48200
O 0.20715 1.78816 -2.25410
C -0.51205 2.30192 -0.99249
H -0.39302 -3.77185 0.12122
H -0.50453 -2.82199 1.71451
H -1.20014 -2.22380 0.13805
H -0.11586 3.31077 -1.04709
O 2.12824 -0.19002 0.35938
H 0.62321 2.14648 0.90047
H -1.06102 -0.20124 0.75522
H 1.75448 -2.41007 0.21224
H 0.81926 1.00269 -1.89994
C -0.38430 -2.72383 0.62710
C -0.22122 0.28457 0.39324
H -1.19996 1.97923 1.02422
N 0.91505 -1.97113 0.38480
H -1.42979 2.27538 -1.29846
C 0.91837 -0.55037 0.37963
*
```

Calculated values
LUMO level   4.02 eV
Max |F|   6.15 eV/A
Relative energy (zero: lowest compared OMol25 entry of this formula, charge and spin)   88.1 kcal/mol
Calculated total energy   -401.6864 a.u.
SMILES string   CN/C([O-])=C/CCO

=====

Record 7
Density functional theory data (the ωB97M-V functional and the def2-TZVPD basis) for a gas-phase ion, C5H10NO2 (charge -1) in a non-equilibrium geometry.

ORCA input file:
```
! RIJCOSX wB97M-V def2-TZVPD def2/J DEFGRID3
* xyz -1 1
H 0.75717 1.70678 -1.69047
C -0.09754 -0.01885 -0.70718
C 0.51297 1.36212 1.31512
H 0.92629 0.23126 -2.52859
H -1.41478 -1.09899 0.96989
H 0.98109 -1.77719 -1.33098
N -0.36474 0.63471 0.59975
H 1.01367 -1.65838 0.47460
H -1.63593 -0.05402 2.31558
O 1.55828 1.86356 0.91953
C -1.54774 -0.02224 1.22653
H -2.45241 0.34392 0.74959
H 0.12142 1.53648 2.33567
C 1.03404 0.64327 -1.50850
H 1.99243 0.58728 -1.02782
C 0.34567 -1.66623 -0.43765
O -0.75162 -2.38586 -0.35098
H -0.97827 -0.22761 -1.32410
*
```

Calculated values
LUMO level   4.00 eV
Max |F|   3.08 eV/A
Relative energy (zero: lowest compared OMol25 entry of this formula, charge and spin)   64.1 kcal/mol
Calculated total energy   -401.7247 a.u.
SMILES string   C[C@@H](C[O-])N(C)C=O

=====

Record 8
Density functional theory data (the ωB97M-V functional and the def2-TZVPD basis) for a gas-phase ion, C5H10NO2 (charge -1) in a non-equilibrium geometry.

ORCA input file:
```
! RIJCOSX wB97M-V def2-TZVPD def2/J DEFGRID3
* xyz -1 1
N -1.00232 -0.17116 -1.65581
C -0.18620 -0.56909 -2.82250
H 0.28605 0.48648 2.02549
H 0.88441 -0.45890 -2.64760
H 0.47095 1.75170 -0.12804
C -1.60495 -0.29978 0.70198
H -1.36195 0.76292 -1.80803
H -2.14781 0.66270 0.51181
C 1.26641 0.53354 1.30016
H -0.42629 0.01885 -3.69041
C 0.88745 0.70850 -0.16724
H -2.18548 -1.16916 0.21482
H 1.68863 0.58592 -0.92160
H 0.19012 -1.26223 -0.39943
O -1.24169 -0.45029 1.96697
H -0.48965 -1.58533 -3.10334
O 2.39842 0.56187 1.73878
C -0.29344 -0.27690 -0.36545
*
```

Calculated values
LUMO level   3.75 eV
Max |F|   2.36 eV/A
Relative energy (zero: lowest compared OMol25 entry of this formula, charge and spin)   83.3 kcal/mol
Calculated total energy   -401.6941 a.u.
SMILES string   CN[C@H](C[O-])CC=O

=====

Record 9
Density functional theory data (the ωB97M-V functional and the def2-TZVPD basis) for a molecular structure, C5H10NO2 in a non-equilibrium geometry.

ORCA input file:
```
! RIJCOSX wB97M-V def2-TZVPD def2/J DEFGRID3
* xyz -2 2
C 0.06990 2.22383 0.86003
H -1.11235 0.32250 0.20195
O 0.88780 2.69812 1.74356
H 0.91782 0.32579 -0.91553
H -0.26725 0.21244 1.91326
H 0.73878 -2.20545 0.79343
C 0.82450 -0.13804 0.06556
C -0.18868 0.64884 0.77993
C 0.65656 -1.59397 -0.16925
H -0.51961 -1.30661 -1.97711
C -0.56133 -1.95655 -0.98419
H -1.05745 1.87512 -0.87092
N -0.70233 2.81926 -0.35541
O -0.53002 -3.22547 -1.32431
H 1.74411 0.10710 0.62989
H -1.01008 2.60595 0.86074
H 1.51981 -1.84754 -0.89417
H -1.41018 -1.56532 -0.35747
*
```

Calculated values
LUMO level (alpha / beta)   6.93 / 6.80 eV
Max |F|   3.40 eV/A
Relative energy (zero: lowest compared OMol25 entry of this formula, charge and spin)   127.7 kcal/mol
Expectation value of S²   0.76
Calculated total energy   -401.4799 a.u.

=====

Record 10
Density functional theory data (the ωB97M-V functional and the def2-TZVPD basis) for a single C5H10NO2 molecule in a non-equilibrium geometry.

ORCA input file:
```
! RIJCOSX wB97M-V def2-TZVPD def2/J DEFGRID3
* xyz 0 2
O -0.29308 2.86443 0.34908
C 0.23272 0.57345 -0.17166
H 3.06514 -0.22138 -0.19115
H 0.53237 1.82950 1.85623
H 2.47636 -1.30285 1.26505
H -2.74765 -1.05158 -1.29193
C 2.35851 -0.41141 0.63483
C -1.27833 0.27418 -0.24973
H -1.89908 1.13858 -0.47824
H -0.66359 -2.06806 0.16198
O -1.44583 -2.17497 -0.41601
H -1.68553 -0.11164 0.69296
C 0.23436 1.86964 0.74973
H 2.51765 0.46403 1.26954
H -1.21901 -1.14018 -2.10483
N 0.99373 -0.58545 0.21973
H 0.49973 1.00803 -1.14126
C -1.67846 -0.95433 -1.15429
*
```

Calculated values
LUMO level (alpha / beta)   0.77 / -1.03 eV
Max |F|   2.41 eV/A
Relative energy (zero: lowest compared OMol25 entry of this formula, charge and spin)   40.4 kcal/mol
Expectation value of S²   0.75
Calculated total energy   -401.6311 a.u.

=====

Record 11
Density functional theory data (the ωB97M-V functional and the def2-TZVPD basis) for a gas-phase ion, C5H10NO2 (charge +1) in a non-equilibrium geometry.

ORCA input file:
```
! RIJCOSX wB97M-V def2-TZVPD def2/J DEFGRID3
* xyz 1 1
O 0.13570 0.22156 -0.13790
C -2.15920 0.73991 -0.46361
H 3.17402 0.29069 0.81924
N 1.22335 -1.67394 0.34462
C 1.28784 -0.40931 0.09691
H -1.21050 -0.99238 -1.47293
H 3.16406 -0.18571 -0.90282
H -2.06220 -1.27642 1.13812
H 0.18534 -1.98612 0.60337
H -2.34579 2.90482 0.12875
C 2.56287 0.35242 -0.15873
H 2.27923 1.45187 -0.36528
H 2.08254 -2.24166 0.32065
O -1.28928 -1.38036 0.61394
C -1.82471 1.91630 0.19443
H -3.17175 0.47006 -0.82455
C -1.19990 -0.39182 -0.42930
H -0.83163 2.19009 0.49510
*
```

Calculated values
LUMO level   -3.57 eV
Max |F|   3.21 eV/A
Relative energy (zero: lowest compared OMol25 entry of this formula, charge and spin)   51.8 kcal/mol
Calculated total energy   -401.4424 a.u.
SMILES string   C=C[C@H](O)OC(C)=[NH2+]

=====

Record 12
Density functional theory data (the ωB97M-V functional and the def2-TZVPD basis) for a molecular structure, C5H10NO2S in a non-equilibrium geometry.

ORCA input file:
```
! RIJCOSX wB97M-V def2-TZVPD def2/J DEFGRID3
* xyz 1 1
C -0.39113 -0.38832 -2.00376
H -0.62250 1.73890 1.98239
C 1.72134 -1.21297 0.74734
N 0.55299 -0.34708 0.28220
H 2.08737 -1.82102 -0.21012
O 1.98485 1.85665 -0.42071
H -1.77146 3.03266 1.39596
C -0.98313 2.24936 1.18805
H -0.71292 2.80286 -0.96886
H -1.34857 -0.38324 -0.06369
H -0.44638 -1.94279 -0.27477
H 2.43565 -0.69097 1.33688
H -1.22028 0.01387 -2.46719
H 0.01353 -1.15893 -2.58653
C -0.55025 -0.91359 -0.45481
H 1.25660 -1.95768 1.51505
O 0.57093 0.60959 -1.96502
C -0.54817 2.10037 -0.08108
S 0.79945 1.12482 -0.52279
*
```

Calculated values
LUMO level   -4.26 eV
Max |F|   4.77 eV/A
Relative energy (zero: lowest compared OMol25 entry of this formula, charge and spin)   95.0 kcal/mol
Calculated total energy   -799.5389 a.u.

=====

Record 13
Density functional theory data (the ωB97M-V functional and the def2-TZVPD basis) for 2 unconnected molecules or ions with the total composition C5H10NO3 in a non-equilibrium geometry.

ORCA input file:
```
! RIJCOSX wB97M-V def2-TZVPD def2/J DEFGRID3
* xyz -1 1
H -0.24379 -1.90686 1.17368
C 1.38819 -0.68021 -2.50565
H -0.88543 2.66056 -0.11602
N -0.64924 1.74857 0.12861
H 0.30791 -0.96503 -2.40515
H -2.60966 -0.76651 1.01854
H 1.99135 -1.30102 -3.09222
C -1.77815 -0.25430 1.44220
C 1.88783 -0.77213 -1.08779
H 0.45422 -0.41531 1.26761
O 1.57604 0.06073 -0.27664
H -2.37532 -0.00845 2.42475
C -1.73680 1.07901 0.76969
O 2.54431 -1.80064 -0.79038
H 0.25539 1.41125 -0.10989
H 1.42372 0.13288 -3.12713
O -2.81515 1.62897 0.71744
H -0.22612 -0.94126 2.77364
C -0.42596 -0.91449 1.72966
*
```

Calculated values
LUMO level   3.80 eV
Max |F|   4.57 eV/A
Relative energy (zero: lowest compared OMol25 entry of this formula, charge and spin)   39.1 kcal/mol
Calculated total energy   -477.0396 a.u.

=====

Record 14
Density functional theory data (the ωB97M-V functional and the def2-TZVPD basis) for 2 unconnected molecules or ions with the total composition C5H10NO3 in a non-equilibrium geometry.

ORCA input file:
```
! RIJCOSX wB97M-V def2-TZVPD def2/J DEFGRID3
* xyz 0 2
H -1.38916 2.21903 1.07836
C 0.30322 0.02534 -0.08160
O 2.75694 -0.06448 -0.34072
C 1.76152 -0.39463 0.34278
N -0.27735 -1.17349 -0.64847
C -2.88989 0.65795 1.20342
H 0.02829 1.05619 -3.15533
H -0.93973 0.19209 -2.18318
H -0.31800 -1.96516 0.00245
C -0.41292 0.40516 1.18568
O -0.84360 0.67182 -3.07024
H -3.85676 1.07851 1.10811
H 0.30857 0.97351 -0.88003
H 0.38761 0.85426 1.82260
H -2.84038 -0.47610 1.31649
H 0.26405 -1.52788 -1.43551
C -1.65706 1.21120 1.01588
H -0.76107 -0.61562 1.72875
O 1.64027 -1.23290 1.30341
*
```

Calculated values
LUMO level (alpha / beta)   0.66 / -3.65 eV
Max |F|   5.29 eV/A
Relative energy (zero: lowest compared OMol25 entry of this formula, charge and spin)   53.2 kcal/mol
Expectation value of S²   0.76
Calculated total energy   -476.8556 a.u.